Density functional theory data (ωB97M-V with the def2-TZVPD basis set) for a structure of composition C28H12Cl80O6 at a distorted geometry.

XYZ file:
```
126
Properties=species:S:1:pos:R:3:lowdin_charge:R:1
O 2.46 4.66 2.17 -0.064
C 2.43 3.93 1.04 -0.123
O 2.87 2.51 1.11 -0.151
C 1.65 1.70 0.97 -0.190
C 1.89 0.17 0.41 -0.156
C 3.46 -0.32 0.38 -0.163
O 3.68 -1.51 -0.46 -0.096
C 4.23 -1.18 -1.78 -0.226
O 5.34 -1.80 -2.26 -0.024
C 3.55 -0.08 -2.83 -0.058
C 4.62 1.14 -3.19 -0.154
O 3.95 2.35 -3.74 -0.139
C 2.84 1.92 -4.66 -0.226
O 1.55 2.20 -4.31 -0.109
H 2.09 4.36 -0.01 0.175
H 1.13 1.66 2.02 0.130
H 0.94 2.27 0.21 0.139
H 1.32 0.06 -0.61 0.100
H 1.33 -0.55 1.18 0.003
H 3.73 -0.64 1.49 0.152
H 4.23 0.53 0.10 0.138
H 3.33 -0.71 -3.82 0.144
H 2.54 0.31 -2.40 0.106
H 5.40 0.80 -4.04 0.135
H 5.30 1.41 -2.25 0.151
H 3.02 1.31 -5.65 -0.032
C -1.77 -1.59 0.84 -1.916
Cl -2.81 -0.66 -0.28 0.529
Cl -1.01 -0.47 2.00 0.535
Cl -2.75 -2.79 1.71 0.407
Cl -0.50 -2.42 -0.10 0.536
C 4.46 0.16 -8.62 -1.918
Cl 2.94 -0.38 -9.37 0.438
Cl 4.17 0.59 -6.92 0.601
Cl 5.66 -1.15 -8.71 0.536
Cl 5.08 1.59 -9.49 0.504
C -0.02 -1.61 -12.06 -1.983
Cl 0.26 -3.36 -12.20 0.523
Cl -1.73 -1.25 -12.42 0.497
Cl 0.36 -1.07 -10.40 0.471
Cl 1.02 -0.74 -13.22 0.512
C -5.58 -4.30 4.65 -1.924
Cl -4.78 -3.99 6.21 0.509
Cl -4.43 -3.98 3.32 0.425
Cl -6.12 -5.99 4.58 0.524
Cl -6.99 -3.22 4.48 0.458
C -2.14 -1.49 -16.35 -1.995
Cl -1.79 0.25 -16.25 0.512
Cl -3.85 -1.78 -15.93 0.514
Cl -1.84 -2.06 -18.01 0.517
Cl -1.09 -2.38 -15.22 0.467
C -2.73 -7.16 1.68 -1.982
Cl -2.06 -8.78 1.39 0.528
Cl -1.65 -5.93 0.97 0.485
Cl -4.34 -7.04 0.91 0.521
Cl -2.89 -6.87 3.43 0.477
C 5.37 6.48 4.08 -2.001
Cl 6.52 5.92 2.84 0.468
Cl 4.20 7.61 3.34 0.517
Cl 4.50 5.09 4.77 0.522
Cl 6.26 7.32 5.38 0.506
C -1.97 1.21 -4.52 -1.984
Cl -1.62 2.96 -4.41 0.494
Cl -3.68 0.92 -4.10 0.509
Cl -1.67 0.65 -6.18 0.516
Cl -0.92 0.32 -3.39 0.504
C 8.94 1.79 -8.56 -2.004
Cl 8.64 1.87 -10.31 0.505
Cl 9.06 0.08 -8.06 0.504
Cl 10.46 2.63 -8.18 0.518
Cl 7.59 2.57 -7.68 0.487
C -3.65 5.37 -2.05 -2.001
Cl -3.95 5.45 -3.80 0.500
Cl -3.53 3.66 -1.55 0.493
Cl -2.13 6.21 -1.67 0.501
Cl -4.99 6.15 -1.18 0.488
C -7.50 -2.95 9.40 -1.992
Cl -7.36 -2.78 7.63 0.471
Cl -6.68 -1.59 10.19 0.517
Cl -9.22 -2.96 9.86 0.519
Cl -6.74 -4.48 9.91 0.480
C 0.59 -3.48 4.17 -1.948
Cl 1.68 -4.60 5.04 0.521
Cl 1.45 -2.77 2.78 0.532
Cl -0.84 -4.38 3.59 0.460
Cl 0.07 -2.19 5.27 0.479
C -10.84 -5.45 3.96 -1.994
Cl -11.15 -5.37 2.21 0.513
Cl -10.72 -7.16 4.46 0.511
Cl -9.32 -4.61 4.34 0.447
Cl -12.19 -4.67 4.83 0.511
C 1.43 3.54 -8.48 -1.966
Cl 1.10 1.82 -8.80 0.470
Cl 1.86 4.36 -10.00 0.528
Cl -0.02 4.30 -7.78 0.524
Cl 2.78 3.68 -7.32 0.551
C 2.53 -0.99 8.26 -1.982
Cl 4.09 -0.15 8.26 0.523
Cl 2.24 -1.71 9.87 0.485
Cl 1.22 0.17 7.89 0.504
Cl 2.54 -2.28 7.03 0.465
C -3.60 1.09 4.97 -2.001
Cl -3.93 -0.63 4.65 0.492
Cl -3.17 1.91 3.45 0.502
Cl -5.06 1.85 5.67 0.522
Cl -2.25 1.23 6.13 0.506
C -4.12 10.12 -1.37 -1.994
Cl -2.55 10.96 -1.38 0.515
Cl -4.40 9.40 0.24 0.505
Cl -5.42 11.27 -1.74 0.515
Cl -4.10 8.83 -2.60 0.475
C 10.23 6.70 1.29 -2.004
Cl 11.32 5.58 2.16 0.513
Cl 11.09 7.41 -0.10 0.512
Cl 8.80 5.80 0.71 0.479
Cl 9.71 8.00 2.40 0.508
C -6.51 -7.92 12.56 -2.008
Cl -5.42 -9.03 13.43 0.513
Cl -5.64 -7.21 11.17 0.481
Cl -7.93 -8.81 11.98 0.514
Cl -7.03 -6.62 13.67 0.512
C 1.12 -4.83 12.33 -2.007
Cl 1.26 -4.66 10.56 0.483
Cl 1.94 -3.46 13.13 0.506
Cl -0.60 -4.84 12.79 0.511
Cl 1.88 -6.36 12.84 0.513
```

Output
Orbital gap (eV): 10.0
DFT total energy (eV): -1043293.312